1.
The following is a DFT calculation (ωB97M-V/def2-TZVPD) of a molecular structure, C16H15ClN8PdSe2 at a distorted geometry.

Geometry (Å):
1 Pd -0.37169 0.12091 0.08954
2 Se -2.62078 -0.58695 -0.99648
3 Se -2.75927 -2.28967 0.63796
4 C -2.33001 -1.11375 2.06634
5 C -2.91628 -1.36258 3.29587
6 C -2.70242 -0.48209 4.34064
7 C -1.95310 0.65596 4.09719
8 C -1.39231 0.83087 2.85136
9 N -1.52684 -0.05079 1.84287
10 C -1.80439 -1.86940 -2.21182
11 C -2.44919 -2.29407 -3.35656
12 C -1.83887 -3.30588 -4.09202
13 C -0.65403 -3.85108 -3.63140
14 C -0.09765 -3.34912 -2.46231
15 N -0.65049 -2.35486 -1.76421
16 H -3.55409 -2.22703 3.41831
17 H -3.14744 -0.66116 5.31007
18 H -1.80042 1.40850 4.85695
19 H -0.80875 1.71299 2.65330
20 H -3.39561 -1.86882 -3.65975
21 H -2.30195 -3.67390 -4.99759
22 H -0.16420 -4.65503 -4.16246
23 H 0.83057 -3.75058 -2.07229
24 N 2.39958 3.22433 -3.10639
25 N 1.85555 2.04945 -2.67788
26 N 1.92390 0.95715 -3.40001
27 C 1.19441 0.11864 -2.68478
28 N 0.71950 0.70688 -1.57898
29 N 1.16306 1.96349 -1.59651
30 H 3.12081 3.03613 -3.79047
31 H 2.67187 3.80606 -2.32665
32 H 1.00004 -0.88939 -2.98787
33 Cl 4.28167 0.10382 3.18210
34 C 3.04093 1.04264 2.46885
35 C 3.01564 2.42354 2.59127
36 C 1.98307 3.12315 1.98553
37 C 1.01706 2.43490 1.28051
38 N 1.04311 1.09799 1.18324
39 C 2.03648 0.40829 1.75532
40 H 3.78784 2.93371 3.15144
41 H 1.92535 4.20004 2.05795
42 H 0.20309 2.94514 0.78561
43 H 2.02624 -0.66843 1.65420

Atomic forces in eV per Å
Pd -1.46 1.11 0.26
Se 1.03 -0.31 0.00
Se -0.10 0.08 0.03
C -0.02 0.14 -0.08
C 0.00 -0.01 0.04
C -0.02 -0.04 -0.01
C -0.01 0.05 -0.02
C 0.05 0.08 -0.02
N 0.16 -0.48 0.10
C 0.27 -0.24 -0.05
C -0.11 0.15 0.06
C 0.02 -0.05 0.00
C -0.08 -0.01 -0.07
C 0.04 0.17 0.09
N -0.02 -0.05 -0.24
H -0.03 0.02 -0.02
H 0.00 -0.01 0.00
H 0.01 0.00 0.00
H 0.04 0.01 -0.03
H 0.00 0.01 -0.02
H 0.00 0.01 0.00
H 0.00 0.00 0.00
H -0.01 0.02 0.00
N -0.25 0.08 -0.11
N 0.06 -0.06 0.03
N -0.05 0.00 -0.01
C -0.14 -0.05 0.00
N 0.14 -0.12 -0.16
N -0.15 0.02 0.09
H 0.08 0.01 0.06
H 0.12 -0.03 0.01
H -0.02 -0.19 0.09
Cl -0.01 0.01 0.00
C 0.00 -0.02 0.01
C -0.01 0.01 0.00
C 0.01 0.01 0.02
C -0.02 -0.02 0.01
N 0.52 -0.26 -0.09
C -0.04 -0.02 0.06
H 0.00 0.00 0.00
H 0.00 0.00 0.00
H 0.00 0.01 -0.02
H 0.01 0.00 -0.02

F_max: 1.85 eV/A
net charge: +2
gap between HOMO and LUMO: 7.396 eV
E_HOMO: -14.4952 eV

natural (NBO) population analysis, charges in e, atoms 1 to 8:
1 Pd 0.82
2 Se 0.35
3 Se 0.33
4 C 0.03
5 C -0.24
6 C -0.09
7 C -0.23
8 C 0.06

=====

2.
The following is a DFT calculation (ωB97M-V/def2-TZVPD) of 4 unconnected molecules or ions with the total composition C20H34BrNO5 at a distorted geometry.

Geometry (Å):
1 C -1.99396 2.07235 -0.22523
2 C -0.63559 1.42731 -0.35022
3 Br 0.34585 2.10599 -1.90515
4 C -0.70678 -0.11186 -0.44420
5 C 0.41880 -0.74375 0.34896
6 C 1.68409 -0.90337 -0.21755
7 C 2.73652 -1.45931 0.51783
8 C 2.54882 -1.86764 1.83579
9 C 1.29080 -1.70354 2.37707
10 C 0.23763 -1.14278 1.67285
11 C -0.95091 -1.07153 2.55464
12 O -2.02573 -0.60022 2.34636
13 N -0.58468 -1.69858 3.78056
14 C 0.79008 -2.05901 3.73206
15 O 1.37871 -2.57980 4.62822
16 H -2.51982 1.57485 0.58324
17 H -1.86186 3.10697 0.08114
18 H -2.56944 2.05117 -1.14178
19 H -0.03512 1.67297 0.51733
20 H -1.64931 -0.45323 -0.03245
21 H -0.63384 -0.44431 -1.47420
22 H 1.88412 -0.59956 -1.23086
23 H 3.70282 -1.55918 0.05055
24 H 3.34033 -2.28677 2.43656
25 H -0.73925 -1.08910 4.57963
26 C 6.74538 0.26498 5.24033
27 C 5.53503 -0.29452 4.50856
28 C 4.90534 -1.44871 5.27475
29 O 5.90680 -0.71051 3.19233
30 H 7.51468 -0.50476 5.34665
31 H 7.18348 1.09139 4.68014
32 H 6.47669 0.62203 6.23532
33 H 4.79638 0.49601 4.36965
34 H 5.62157 -2.26821 5.38315
35 H 4.03631 -1.84061 4.74578
36 H 4.58782 -1.13678 6.27038
37 H 6.56321 -1.40966 3.28039
38 C -0.32543 -0.00100 -6.28128
39 C -1.03304 1.33652 -6.11841
40 C -0.12307 2.49786 -6.49110
41 O -1.50132 1.48760 -4.78154
42 H 0.54460 -0.05266 -5.62057
43 H -0.99191 -0.82054 -6.01092
44 H 0.01250 -0.15072 -7.30798
45 H -1.92266 1.35543 -6.74975
46 H 0.75285 2.51919 -5.83661
47 H -0.64617 3.44643 -6.36903
48 H 0.22057 2.41907 -7.52381
49 H -0.73218 1.47483 -4.19705
50 C -6.25979 0.21276 -1.99113
51 C -5.14570 0.24235 -0.95634
52 C -5.28710 -0.88412 0.05648
53 O -5.12364 1.50356 -0.28808
54 H -7.23181 0.34175 -1.50687
55 H -6.13851 1.02622 -2.70669
56 H -6.26950 -0.73202 -2.53623
57 H -4.18104 0.15816 -1.46006
58 H -6.22947 -0.78804 0.60297
59 H -4.47859 -0.84548 0.78817
60 H -5.27049 -1.86005 -0.43128
61 H -5.96406 1.61417 0.16853

Atomic forces in eV per Å
C 0.45 0.43 0.20
C -0.43 -0.78 0.00
Br 0.22 0.24 0.14
C 0.54 -0.08 0.24
C -0.50 0.17 -0.38
C 0.30 -0.41 0.74
C -0.35 0.15 0.12
C -0.06 -0.01 -0.07
C -0.21 -0.06 0.07
C 0.61 -0.03 -0.79
C 0.62 -0.50 0.32
O -0.74 0.51 -0.16
N 0.60 0.89 0.02
C -0.18 -0.08 -0.58
O 0.44 -0.09 0.62
H -0.26 -0.15 -0.01
H -0.11 0.20 -0.14
H -0.15 -0.16 -0.10
H 0.23 0.26 -0.02
H -0.22 0.06 0.01
H -0.13 0.02 -0.18
H -0.18 0.11 -0.22
H 0.15 -0.03 0.00
H 0.17 -0.05 -0.05
H -0.68 -0.55 0.21
C 0.02 0.14 -0.09
C 0.25 -0.27 0.23
C -0.10 -0.01 -0.14
O -0.19 0.09 -0.09
H -0.04 -0.05 0.06
H -0.03 0.02 0.01
H 0.01 -0.02 0.01
H -0.01 0.00 -0.12
H 0.05 0.04 0.06
H -0.04 0.03 0.04
H 0.01 -0.01 0.01
H 0.02 0.00 0.02
C -0.10 -0.09 0.00
C 0.34 -0.02 0.13
C -0.08 0.10 -0.02
O -0.12 -0.06 -0.13
H 0.04 0.06 -0.04
H -0.02 0.01 -0.03
H 0.02 0.00 0.01
H -0.07 0.01 0.06
H 0.03 -0.07 -0.03
H -0.02 -0.01 -0.02
H 0.02 -0.01 0.01
H -0.12 0.05 0.06
C 0.06 0.11 -0.10
C -0.38 -0.12 0.16
C 0.17 0.01 0.07
O 0.17 0.06 -0.08
H 0.00 -0.08 0.04
H 0.04 -0.02 -0.01
H -0.01 -0.01 0.01
H 0.04 0.10 0.01
H -0.05 -0.02 -0.06
H 0.02 0.00 -0.02
H -0.02 0.00 0.00
H -0.02 -0.02 0.00

F_max: 1.07 eV/A
SMILES string: C[C@H](Br)Cc1cccc2c1C(=O)NC2=O.CC(C)O.CC(C)O.CC(C)O
gap between HOMO and LUMO: 9.445 eV
E_HOMO: -9.8658 eV

natural (NBO) population analysis, charges in e, atoms 1 to 8:
1 C -0.63
2 C -0.19
3 Br -0.05
4 C -0.46
5 C 0.03
6 C -0.19
7 C -0.17
8 C -0.17

=====

3.
The following is a DFT calculation (ωB97M-V/def2-TZVPD) of a molecular structure, C16H24As4F24O12Pt at a distorted geometry.

Geometry (Å):
1 Pt 9.41216 17.48387 -14.61566
2 As 8.33000 20.06054 -8.24855
3 F 8.23634 20.77878 -6.59017
4 F 6.81734 19.09148 -8.00429
5 F 8.40618 19.22675 -9.91183
6 F 9.82879 20.86980 -8.44836
7 F 9.33534 18.72576 -7.47403
8 F 7.38504 21.42074 -8.90854
9 As 12.49444 12.12718 -17.26084
10 F 11.14306 11.06130 -17.54875
11 F 11.51074 13.46532 -16.47284
12 F 14.00392 13.03516 -17.01226
13 F 13.53238 10.83093 -18.02094
14 F 12.13987 12.86173 -18.91102
15 F 12.83228 11.43571 -15.62990
16 As 15.72166 16.75033 -11.29035
17 F 17.35097 16.43402 -10.57504
18 F 14.86766 16.62968 -9.62844
19 F 14.09111 17.08726 -11.93671
20 F 16.39576 16.97376 -12.96951
21 F 15.41834 15.03873 -11.44773
22 F 15.85306 18.51840 -11.06288
23 As 9.45284 11.87022 -9.48833
24 F 11.03522 11.11975 -9.99499
25 F 9.18923 10.73501 -8.04525
26 F 7.96419 12.75105 -9.05311
27 F 9.71874 12.99091 -10.83774
28 F 8.75447 10.62089 -10.66707
29 F 10.48162 12.90411 -8.42061
30 C 5.00895 26.22157 -16.48374
31 C 4.22273 25.35009 -15.51514
32 C 3.07325 24.63669 -16.08938
33 O 3.54037 23.25991 -16.29561
34 C 4.69780 23.08497 -15.61633
35 O 5.16781 22.02353 -15.45962
36 O 5.08466 24.29125 -15.09296
37 H 4.43800 27.13986 -16.62108
38 H 5.14523 25.78206 -17.47184
39 H 5.93923 26.50623 -15.99215
40 H 4.05109 25.99374 -14.65238
41 H 2.74775 25.09660 -17.02245
42 H 2.29258 24.67924 -15.32987
43 C 4.04667 8.71527 -15.04648
44 C 3.30526 10.09100 -14.72977
45 C 3.01341 10.51353 -13.31402
46 O 3.60413 11.65975 -13.13954
47 C 4.38188 11.99901 -14.24836
48 O 5.03400 13.11192 -14.33628
49 O 4.26918 10.96842 -15.19655
50 H 3.34524 8.01459 -14.59354
51 H 4.86918 8.61405 -14.33843
52 H 4.19774 8.47886 -16.09975
53 H 2.40865 10.16211 -15.34551
54 H 3.45992 9.84340 -12.57942
55 H 2.01552 10.31562 -12.92269
56 C 16.05857 25.73960 -16.15880
57 C 15.15079 25.15187 -15.03067
58 C 13.89004 26.03992 -14.69511
59 O 12.89967 25.08659 -14.52915
60 C 13.27900 23.84570 -14.89966
61 O 12.49328 22.97624 -14.81924
62 O 14.52182 23.95324 -15.51125
63 H 16.33779 26.79322 -16.16069
64 H 15.71440 25.54118 -17.17382
65 H 17.01427 25.21703 -16.11820
66 H 15.73732 25.12126 -14.11244
67 H 13.71803 26.86025 -15.39196
68 H 14.18612 26.50767 -13.75616
69 C 10.92463 23.52111 -22.66791
70 C 9.87859 22.32957 -22.55407
71 C 10.00549 21.18092 -23.46674
72 O 10.00180 20.17862 -22.49343
73 C 9.97543 20.52804 -21.20680
74 O 9.96233 19.80518 -20.14736
75 O 9.93572 21.84123 -21.18499
76 H 10.66906 24.12862 -21.79974
77 H 10.84617 24.07707 -23.60216
78 H 11.95133 23.17029 -22.77237
79 H 8.88659 22.78071 -22.57682
80 H 10.98178 21.09068 -23.94301
81 H 9.20996 21.04860 -24.20004

Atomic forces in eV per Å
Pt 0.19 -0.17 0.22
As -0.51 -2.38 1.04
F -0.43 -0.53 -1.52
F 1.48 1.20 -0.02
F 0.17 1.34 1.93
F -0.10 0.39 -0.74
F -1.50 1.15 -1.15
F 0.82 -1.12 0.37
As 1.43 -0.08 0.01
F 0.12 0.66 0.59
F 0.93 -1.59 -1.06
F -1.36 -0.06 -0.65
F -1.03 1.31 0.56
F 0.68 -0.59 2.03
F -0.87 0.43 -1.56
As 0.38 0.93 -0.80
F -2.10 0.52 -0.72
F 0.90 0.22 -1.38
F 0.77 -0.41 0.52
F -0.71 -0.65 2.23
F 0.50 1.15 -0.07
F 0.27 -1.74 0.21
As -1.65 0.16 -0.03
F -0.48 0.14 0.83
F 0.64 1.61 -2.62
F 1.69 -1.37 -0.57
F -0.42 -1.15 1.41
F 0.83 1.79 2.00
F -0.62 -1.17 -1.03
C -0.47 0.44 0.18
C 2.64 0.75 -0.30
C -0.95 -0.92 0.03
O -0.92 1.64 -0.32
C -1.36 1.49 0.43
O 1.23 -0.66 0.19
O 0.57 -1.16 0.30
H -0.05 0.17 -0.13
H 0.26 -0.21 0.16
H 0.14 -0.15 -0.33
H -0.50 -0.42 0.19
H -0.12 -0.41 -0.03
H -0.46 -0.60 -0.38
C -2.56 0.26 2.57
C 0.63 -3.02 -2.05
C -0.72 -6.01 1.26
O 2.47 5.68 -1.10
C 2.22 4.60 -0.52
O -3.58 -6.60 0.29
O 0.98 4.52 1.65
H -0.19 -0.79 -0.48
H 0.59 0.31 -0.72
H 0.22 0.41 0.31
H -0.07 0.10 -0.19
H 0.88 -0.83 -0.15
H -0.85 1.42 -0.86
C 0.47 -1.09 0.00
C -0.73 2.46 -2.02
C 2.74 -0.13 0.52
O -0.87 0.91 0.63
C -0.06 1.73 -1.06
O 0.74 -1.46 -0.29
O 0.00 -0.89 1.42
H -0.50 0.16 0.73
H -0.60 -0.13 0.18
H 0.12 -0.10 0.08
H -0.03 -1.14 -0.05
H -0.59 -0.48 -0.44
H -0.70 0.14 0.28
C -1.09 -1.42 -0.41
C 0.29 4.26 0.79
C 0.97 -0.50 0.60
O -0.33 -4.52 0.25
C -0.22 -2.44 4.25
O 0.13 2.93 -5.53
O 0.38 1.10 -0.23
H 0.76 0.26 -0.18
H -0.79 0.17 0.04
H 0.05 -0.24 0.96
H -0.06 0.05 -0.41
H -0.04 0.35 -0.33
H -0.06 -0.03 0.23

F_max: 7.51 eV/A
net charge: -2
ΔE to the lowest compared entry with this formula, charge and spin: 17.9 kcal/mol
gap between HOMO and LUMO (alpha / beta): 5.516 / 2.089 eV
⟨S²⟩: 2.03
spin multiplicity: 3
E_HOMO (alpha / beta): -7.3961 / -7.0612 eV

Löwdin population analysis, charges in e, atoms 1 to 8:
1 Pt 0.99
2 As 0.90
3 F -0.32
4 F -0.32
5 F -0.35
6 F -0.27
7 F -0.33
8 F -0.30